7
Properties=species:S:1:pos:R:3 method="wB97M-V/def2-TZVPD" relative_energy_kj_mol=224.2 orbital_gap_ev="8.79 / 6.92" multiplicity=3
C -1.041 0.320 0.008
O 1.586 0.643 0.021
O -0.184 -0.748 -0.028
C -1.059 1.610 -0.008
C 1.116 -0.450 -0.013
H -2.098 0.015 0.068
H 1.679 -1.391 -0.048

13
Properties=species:S:1:pos:R:3 method="wB97M-V/def2-TZVPD" relative_energy_kj_mol=554.7 orbital_gap_ev=10.22
N 0.813 0.213 0.458
H -1.990 -0.966 2.053
H 1.863 -0.043 0.950
N -0.309 1.441 -1.686
N -0.387 0.116 1.291
H -1.188 0.729 0.842
H 0.232 1.920 -0.816
C -0.852 -1.086 1.644
H 0.174 1.992 -2.700
C 0.687 -0.621 -0.791
N 0.203 0.081 -1.838
H 1.175 -1.600 -1.122
O -0.423 -2.177 1.716

19
Properties=species:S:1:pos:R:3 method="wB97M-V/def2-TZVPD" relative_energy_kj_mol=314.6 orbital_gap_ev=9.69 smiles="[H]/N=C/NCCC.O"
H 0.366 -0.205 -2.576
H -1.213 -3.829 2.008
H -1.446 -2.241 2.977
H -0.789 1.501 -2.368
H 0.490 -0.428 1.453
H 3.697 5.170 -0.460
C -0.979 -2.755 2.131
C -0.286 -0.184 -1.706
C -0.411 -0.601 0.750
H -0.932 0.313 0.742
H 2.339 4.638 -0.343
N 0.140 -0.973 -0.637
H 0.176 -2.823 2.364
C -1.438 -1.644 1.183
O 3.236 4.240 -0.424
N -1.137 0.847 -1.646
H -1.928 -2.103 0.271
H -2.117 -0.991 1.787
H 1.136 -0.934 -0.630

77
Properties=species:S:1:pos:R:3 method="wB97M-V/def2-TZVPD" relative_energy_kj_mol=131.2 orbital_gap_ev="5.29 / 7.77" total_charge=-1 multiplicity=2
C 1.960 0.800 1.846
H 0.031 -0.979 8.270
C -1.879 4.331 -2.536
H -2.989 -2.841 -1.280
C -2.976 -2.651 2.324
Ge -1.285 -1.605 2.556
H 1.088 -2.219 1.870
C -2.500 -0.239 7.724
O -1.736 -0.963 -0.183
H 0.038 -2.361 -4.133
C -0.934 -1.358 4.492
C -2.910 -4.046 2.243
H 5.238 0.452 2.523
O -0.378 0.578 1.628
C -2.780 -0.794 -0.793
C 0.623 -2.355 -2.044
C -3.483 -1.903 -1.523
H -4.533 -1.957 -1.231
C 0.557 0.979 2.419
C 4.318 0.526 1.955
C -2.001 2.459 -1.044
H 0.308 -3.596 2.675
O 0.734 -3.575 -2.092
H -4.299 -0.970 2.119
C -2.614 3.530 -1.678
C -0.230 -1.079 7.222
H -6.305 -2.317 1.677
C -3.741 0.145 7.309
C -4.074 0.078 5.937
N -3.394 0.423 -0.800
N 1.996 0.676 0.528
C -4.216 -2.053 2.102
C 3.112 0.749 2.609
H -2.137 1.182 0.658
Mg 0.325 0.249 -0.632
H -2.222 -0.163 8.770
H -3.413 -1.731 -2.598
H -4.466 0.514 8.023
O 1.822 0.703 -2.048
H -3.661 3.730 -1.490
O 4.028 0.320 -2.312
C 3.015 0.486 -1.643
H 1.689 -1.769 6.627
O 0.726 -1.605 -1.025
Cl -0.846 -0.327 -3.281
H 1.030 2.650 -2.218
H -3.407 -0.417 3.981
H -4.119 0.584 -1.479
C -5.351 -2.808 1.836
H 0.075 4.626 -3.388
C 0.322 -1.670 4.952
H 3.034 0.851 3.683
C -1.537 -0.725 6.803
C -5.268 -4.193 1.777
C -4.042 -4.811 1.982
C 0.682 -1.521 6.312
H 1.073 -2.037 4.262
H -3.967 -5.892 1.938
H 5.256 0.240 0.016
H 1.310 -1.166 -3.706
H -2.341 5.173 -3.035
H -5.050 0.411 5.605
C 0.159 -2.783 1.960
O 0.434 1.442 3.543
C -2.799 1.569 -0.119
H -1.958 -4.546 2.384
C 0.386 -1.649 -3.394
H -3.600 2.143 0.347
H -0.067 -3.187 0.974
C -3.166 -0.393 5.034
C -1.879 -0.835 5.432
C 3.148 0.501 -0.115
C -0.002 2.942 -2.072
C -0.545 4.033 -2.731
N -0.705 2.164 -1.243
H -6.149 -4.785 1.558
C 4.345 0.408 0.571

57
Properties=species:S:1:pos:R:3 method="wB97M-V/def2-TZVPD" relative_energy_kj_mol=236.8 orbital_gap_ev="4.52 / 4.23" total_charge=+3 multiplicity=2
H 6.167 -1.596 9.567
C 1.891 -1.454 4.957
H 3.327 0.462 2.532
N 1.161 1.123 -1.367
H 7.552 0.111 7.942
H -1.236 -2.504 4.581
H 6.870 -0.953 5.147
S 2.927 2.980 -1.572
C 1.490 -0.114 -3.498
H 5.301 0.160 8.261
H 8.593 -0.663 6.750
C -1.508 -1.383 2.233
Ir 0.186 -0.495 -0.260
H 3.940 0.525 -5.754
H 2.909 -2.053 6.742
O -1.375 -0.887 1.088
C 2.990 -1.491 5.827
C 6.578 -0.405 6.049
Br 1.519 -2.415 -0.742
H 5.506 -2.875 8.536
H 4.487 2.306 -4.124
C 4.199 -0.839 5.550
O -2.455 -1.916 2.751
N 5.243 -0.834 6.443
H 2.029 -4.375 5.951
C 5.977 -1.891 8.534
C 0.968 -4.343 6.193
H 8.027 -2.270 8.420
N 0.694 -2.087 5.217
C 5.062 -0.841 7.877
H 6.608 0.662 5.805
C 2.846 1.784 -2.829
C -0.307 -1.998 4.339
H 7.203 -2.668 7.043
H 0.793 -4.912 7.103
C 7.586 -0.659 7.168
H 4.028 -1.041 8.146
H 1.231 2.577 0.147
C 3.644 1.652 -3.964
N 7.272 -1.967 7.792
C 3.339 0.640 -4.867
C 0.472 -2.914 6.400
H 0.952 -2.449 7.260
C 1.800 0.880 -2.565
C 1.628 2.193 -0.779
C 2.009 -0.721 3.754
F 5.426 0.397 3.895
C -0.245 -1.312 3.149
C 4.290 -0.189 4.289
H -0.601 -2.935 6.603
C 3.224 -0.098 3.446
H 0.641 -0.768 -3.347
O 1.129 0.068 1.744
C 2.271 -0.223 -4.644
C 0.930 -0.608 2.784
H 2.042 -0.995 -5.362
H 0.418 -4.826 5.389

55
Properties=species:S:1:pos:R:3 method="wB97M-V/def2-TZVPD" orbital_gap_ev=7.60 total_charge=+1
H -3.366 -4.740 2.813
H -1.285 -4.596 1.403
C -3.245 -5.328 1.904
F -0.158 -1.011 1.379
C 2.570 0.889 -0.207
C 0.108 -1.877 0.420
F -0.095 -3.121 0.823
C 2.569 0.224 -1.425
C 0.532 -1.586 -0.826
C -1.406 5.912 -2.241
O 3.233 -1.319 1.389
H -1.276 -6.067 2.386
N 2.234 2.212 -0.209
C 1.200 2.951 1.658
C -1.230 8.293 -2.048
C 1.732 -2.208 -1.455
C -1.894 7.172 -2.533
H 2.242 0.380 -3.528
N 2.261 2.933 1.007
H -2.783 7.290 -3.136
C -0.268 5.762 -1.456
C 1.885 2.884 -1.315
H -1.598 9.280 -2.291
C 0.389 6.886 -0.959
C 1.875 2.255 -2.536
O -3.193 -6.818 4.140
H 3.755 -1.515 -0.908
H -1.686 -6.165 0.679
C 2.219 0.921 -2.591
H 1.263 6.753 -0.334
O 4.323 0.956 1.910
H 4.134 1.577 2.625
P 2.913 0.253 1.525
C -1.785 -5.549 1.574
H 0.378 9.032 -0.871
F -0.160 -0.662 -1.544
C 2.942 -1.231 -1.565
H 1.471 -2.522 -2.470
C 0.167 4.389 -1.161
H 1.975 -3.105 -0.890
H 3.341 -1.350 -2.573
O -0.562 3.474 -0.880
O -3.950 -6.576 2.031
O 1.557 4.188 -1.197
C -4.672 -8.481 3.201
H -1.924 5.035 -2.606
H 4.144 -1.510 1.114
H 1.617 2.792 -3.437
S -0.016 3.092 2.571
F -4.331 -9.262 4.217
F -5.969 -8.171 3.320
C -3.826 -7.192 3.199
C -0.100 8.142 -1.256
F -4.509 -9.168 2.066
H -3.745 -4.797 1.096